# 1
13
Properties=species:S:1:pos:R:3:forces:R:3 method="wB97M-V/def2-TZVPD" e_homo_ev=-7.4 e_lumo_ev=0.8 charge=0
C 0.4911 1.5919 0.8229 2.03 3.00 -2.84
C 0.2488 -0.3616 0.4897 -0.92 -0.51 1.82
C -0.2335 -1.5023 -0.0178 0.59 -4.37 2.98
C -0.3324 0.0506 -1.6132 1.11 -0.83 2.81
C 0.2759 0.5887 -0.4971 0.13 1.71 0.71
H -0.3308 2.2003 0.7439 -2.16 1.77 0.30
H 1.4257 2.3744 0.9094 -1.79 -2.43 -0.19
H -0.2286 0.2602 2.5946 1.74 1.39 -3.33
H 0.1314 -2.5552 0.5446 -2.14 2.52 -2.11
H -0.5938 -2.3873 -1.8474 -0.70 5.18 1.12
H -0.4241 0.5211 -2.4869 -0.95 1.18 -3.47
N 0.3397 0.4846 1.6578 0.24 -4.21 2.70
N -0.7693 -1.2655 -1.3004 2.82 -4.40 -0.50

# 2
13
Properties=species:S:1:pos:R:3:forces:R:3 method="wB97M-V/def2-TZVPD" e_homo_ev=-9.2 e_lumo_ev=0.2 charge=0
H 2.1316 0.4811 0.1935 -0.90 -0.29 1.53
N 1.2460 0.5241 -0.3045 1.42 0.18 -2.29
C 0.6942 -0.5553 -0.6706 0.14 0.11 0.62
C 0.5229 -1.7961 0.1354 0.97 -0.50 -0.52
H 0.2584 -0.5900 -1.6672 -0.97 0.39 0.09
H 1.3756 -1.9084 0.8081 -0.31 -0.06 0.31
H 0.4812 -2.6619 -0.5235 -0.02 -0.16 0.00
H -0.4288 -1.7547 0.6622 0.04 0.11 0.22
C -1.1289 2.2730 -0.9004 -0.12 -1.05 1.72
C -1.4383 1.6366 0.0798 1.45 -0.79 1.89
C -1.3525 0.9517 1.4025 -2.45 2.12 -2.86
N -1.8342 0.6582 2.4119 1.01 -0.43 0.01
H -0.5272 2.7418 -1.6273 -0.26 0.37 -0.71

# 3
14
Properties=species:S:1:pos:R:3:forces:R:3 method="wB97M-V/def2-TZVPD" smiles="[H]/N=c1/o[nH]c2c1CC2" e_homo_ev=-9.4 e_lumo_ev=0.5 charge=0
H -1.1008 2.4725 0.6834 -0.33 1.98 2.04
N -1.6826 1.9247 0.0959 2.83 -1.86 -0.45
C -0.7515 1.0600 -0.0794 -1.28 -1.87 -5.27
O -0.9081 0.3605 -1.5035 0.60 -2.89 2.84
N -0.2720 -1.1329 -1.3570 -2.65 0.28 2.27
C 0.4271 -0.9767 -0.1032 0.95 2.56 -3.03
C 0.4364 0.2932 0.2954 -1.74 0.76 2.16
C 1.3273 0.0764 1.4903 -3.23 -1.96 0.01
C 1.4291 -1.4575 0.9174 -2.39 -0.62 2.63
H -1.0964 -1.7385 -0.9390 1.10 1.35 -1.92
H 2.1237 0.6753 1.2383 2.47 1.21 1.00
H 0.6618 0.1759 2.4222 2.00 0.05 -0.84
H 0.7427 -2.0996 1.6881 2.31 0.95 -1.62
H 2.4056 -1.8842 0.6395 -0.65 0.04 0.17

# 4
14
Properties=species:S:1:pos:R:3:forces:R:3 method="wB97M-V/def2-TZVPD" e_homo_ev=-9.7 e_lumo_ev=0.4 charge=0
C -1.7516 -0.9984 -0.0142 0.24 -0.03 1.74
C -0.8551 0.2182 0.0551 1.00 -0.60 -1.76
C -1.1918 1.5075 0.0424 -0.42 0.59 -0.61
C 0.6531 -0.0406 -0.1634 -2.84 2.07 1.82
C 2.6242 -0.5326 0.0248 1.68 1.08 0.64
H -1.2663 -1.7442 -0.6320 -0.39 0.07 -0.85
H -1.6452 -1.5401 0.9625 -0.56 0.60 -0.42
H -2.8290 -0.7712 -0.2253 1.18 -0.32 0.04
H -2.2239 1.8790 -0.0018 0.34 -0.51 0.34
H -0.4275 2.2829 -0.1179 -0.58 -0.49 0.40
H 3.5653 -1.0955 0.1452 -0.77 0.35 -0.17
N 1.3958 -1.0806 -0.0590 -0.67 -0.71 -0.58
N 2.6450 0.7800 0.0712 0.31 -0.59 -0.52
O 1.3071 1.1357 -0.0875 1.50 -1.50 -0.08

# 5
14
Properties=species:S:1:pos:R:3:forces:R:3 method="wB97M-V/def2-TZVPD" smiles="O=CN1C=C[C@H]2CN21" e_homo_ev=-8.2 e_lumo_ev=0.6 charge=0
O 0.5420 -0.2556 2.7237 -1.10 -3.89 -5.88
C 0.3390 -0.9912 1.6703 1.26 1.49 2.54
N -0.0250 -0.4701 0.3491 2.17 0.91 2.76
C -0.3569 -1.2130 -0.7343 0.53 -5.79 -1.15
C -0.5944 -0.5270 -1.8645 2.95 2.19 1.42
C 0.1260 0.8088 -1.5454 -3.08 0.33 1.68
C -0.6451 1.7927 -0.5779 1.29 -1.29 -0.10
N 0.5539 0.8170 -0.1552 -2.27 0.27 1.06
H 0.5145 -2.2664 1.6675 -0.85 3.65 0.02
H -0.0531 -2.4699 -0.5603 -2.01 3.74 -0.66
H -0.7160 -0.5085 -2.9160 -0.57 -1.77 -0.64
H 0.8845 1.2056 -2.2182 -0.48 0.00 -0.20
H -0.1444 2.7488 -0.7653 -0.96 0.15 0.97
H -1.7353 1.6854 -0.0443 3.14 0.02 -1.82

# 6
14
Properties=species:S:1:pos:R:3:forces:R:3 method="wB97M-V/def2-TZVPD" smiles="C1=NC2=COC[C@@H]2N1" e_homo_ev=-7.6 e_lumo_ev=0.8 charge=0
C 2.0424 -0.0842 -0.1945 -0.02 -2.61 0.77
N 1.4154 -1.1937 0.1130 0.30 0.54 -0.75
C 0.0783 -0.7675 0.2340 -1.76 -0.65 -0.15
C -1.1828 -1.1625 -0.1058 1.37 -1.99 0.10
O -2.1159 -0.1736 -0.0681 0.41 0.52 0.26
C -1.3409 1.0732 -0.1172 -1.01 0.50 -0.12
C 0.0524 0.7000 0.4253 -1.20 1.52 0.56
N 1.3039 1.0321 -0.2231 -1.06 1.45 -0.57
H 3.0941 -0.1024 -0.3954 0.38 0.25 -0.15
H -1.5661 -2.1840 -0.4090 0.60 1.49 0.49
H -1.9221 1.8618 0.4417 0.81 -0.97 -0.29
H -1.3822 1.3478 -1.1682 0.52 0.23 -0.23
H 0.0876 1.1039 1.4546 0.17 -0.56 0.11
H 1.6849 1.9381 -0.0597 0.49 0.29 -0.04

# 7
14
Properties=species:S:1:pos:R:3:forces:R:3 method="wB97M-V/def2-TZVPD" e_homo_ev=-9.3 e_lumo_ev=-0.2 charge=0
C 1.5731 1.4715 0.1835 -0.83 -0.03 2.45
C 1.6991 0.3172 -0.4834 0.87 2.15 -1.76
C 1.0554 -0.9438 -0.1096 1.59 -1.65 -0.32
O 1.6124 -1.9337 -0.5744 -1.27 0.12 0.53
C 0.0526 -1.0136 1.0421 -1.16 2.30 -2.32
N -1.1296 -0.4607 0.9055 1.75 -1.88 2.52
N -1.4446 -0.1657 -0.3891 -1.50 0.27 -1.30
C -2.7047 -0.0524 -0.6282 -1.48 -0.10 -1.43
H 2.1304 2.4300 0.0460 -0.52 -1.17 -0.32
H 0.9112 1.4594 1.1601 1.23 0.17 -2.13
H 2.3731 0.2528 -1.4290 -1.26 -0.06 1.88
H 0.5644 -1.3109 1.9511 -0.94 -0.04 0.46
H -3.6367 -0.1553 0.0830 2.32 0.07 -0.79
H -3.0562 0.1051 -1.7574 1.19 -0.16 2.54

# 8
14
Properties=species:S:1:pos:R:3:forces:R:3 method="wB97M-V/def2-TZVPD" smiles="O=C[C@H]1[C@@H]2C=NN[C@H]12" e_homo_ev=-8.6 e_lumo_ev=0.6 charge=0
O -3.1898 -0.3515 -0.1883 1.50 1.07 0.03
C -2.2045 0.3407 -0.0054 -0.38 -0.42 0.78
C -0.7886 -0.0023 -0.3499 2.95 0.81 -2.03
C 0.3477 0.8600 0.3558 0.35 0.43 0.76
C 1.7721 0.9883 -0.1318 0.32 0.98 -1.94
N 2.4271 -0.1084 -0.3294 -2.47 0.83 0.45
N 1.5156 -1.1077 0.0522 1.73 1.25 0.42
C 0.3194 -0.6242 0.5729 -2.34 -0.04 1.27
H -2.2232 1.3495 0.4938 -0.67 -0.44 -0.18
H -0.5635 -0.0433 -1.4714 -0.60 -0.52 1.62
H 0.0692 1.6791 1.0867 -0.04 -1.42 -0.63
H 2.2059 1.9403 -0.4926 -0.12 -0.64 0.70
H 1.7513 -1.9448 -0.3737 -0.23 -1.92 -0.43
H 0.0034 -1.0314 1.5538 0.00 0.03 -0.83

# 9
14
Properties=species:S:1:pos:R:3:forces:R:3 method="wB97M-V/def2-TZVPD" smiles="[H]/N=C1/CC=CN1C=O" e_homo_ev=-8.7 e_lumo_ev=0.3 charge=0
H -0.1944 2.5333 0.0637 3.18 -1.22 -0.92
N 0.7758 1.9360 -0.1162 -3.78 5.73 0.25
C 0.4345 0.7515 -0.1601 9.54 1.79 1.41
C 1.5245 -0.1923 0.1242 5.61 -2.49 -2.47
C 0.8196 -1.6032 -0.1604 -1.54 2.19 2.21
C -0.4742 -1.2013 0.0150 1.05 -9.02 -0.75
N -0.5963 0.0925 -0.0172 -8.23 1.97 1.27
C -1.8134 0.6474 0.0546 -5.45 -0.95 -2.15
O -2.7040 -0.2248 -0.0541 -0.03 3.26 0.96
H 2.4397 -0.0502 -0.5806 -1.71 -0.06 0.50
H 2.1676 0.1009 1.0558 -2.03 -1.18 -0.87
H 1.0458 -2.6706 -0.2691 0.60 0.86 0.30
H -1.3479 -1.9611 0.1241 1.60 2.14 -0.50
H -2.0773 1.8418 -0.0798 1.18 -3.02 0.75

# 10
14
Properties=species:S:1:pos:R:3:forces:R:3 method="wB97M-V/def2-TZVPD" e_homo_ev=-8.8 e_lumo_ev=0.8 charge=0
C -0.6848 1.8215 0.3658 -1.40 1.74 0.79
C -0.6088 0.4786 -0.2115 1.63 0.76 0.90
C 0.1206 -1.5109 -0.4583 0.27 -0.95 -0.04
C 1.8821 -0.9267 0.2945 -1.82 -0.63 1.43
C 0.5507 -0.2387 -0.1897 1.12 -0.97 0.80
H 0.2156 2.3862 0.0999 -0.16 -0.20 0.33
H -1.5199 2.3907 -0.0237 -0.26 0.25 -0.40
H -0.8972 1.8961 1.4837 0.70 -0.62 -1.25
H -2.4315 -0.2486 -0.9853 -2.52 1.11 -0.82
H 2.1702 -1.0296 1.3777 -0.37 0.79 -1.08
H 2.7173 -0.7147 -0.3451 0.38 -0.38 -0.35
N -1.5579 -0.3777 -0.6236 1.30 -0.96 0.39
N -1.1201 -1.6666 -0.8131 0.14 -0.48 0.40
O 1.1638 -2.2596 0.0288 1.01 0.53 -1.09

# 11
14
Properties=species:S:1:pos:R:3:forces:R:3 method="wB97M-V/def2-TZVPD" e_homo_ev=-8.6 e_lumo_ev=0.4 charge=0
C 1.3189 0.8399 -0.1846 1.25 5.30 1.34
C 0.9847 0.2817 -1.5497 -0.29 -3.91 -1.71
C -1.6651 -0.8011 0.3637 1.58 1.05 -4.57
C -0.8813 -0.0382 1.3807 1.20 1.89 0.94
C 0.5605 -0.1689 0.7476 1.42 0.07 0.39
H 0.1767 0.6304 -2.3401 1.37 0.15 2.41
H 1.8411 -0.1938 -2.4667 -2.08 1.27 3.64
H -2.6871 -0.7150 0.1342 -1.60 -0.18 0.87
H -1.2760 1.0760 1.2284 0.67 -2.21 1.25
H -0.7313 -0.4240 2.4662 -1.08 1.01 -1.86
H 1.2251 -0.7535 1.4916 -0.78 0.83 -1.44
N 0.3452 -0.7762 -0.5063 -1.79 -2.38 -5.92
N -1.0512 -0.8629 -0.8322 0.47 -1.51 4.72
O 1.8399 1.9057 0.0672 -0.34 -1.38 -0.08

# 12
14
Properties=species:S:1:pos:R:3:forces:R:3 method="wB97M-V/def2-TZVPD" smiles="C#CC1=NCCN1O" e_homo_ev=-8.6 e_lumo_ev=0.6 charge=0
C 3.2747 -0.4914 0.1713 -2.64 1.23 -1.19
C 2.1114 -0.3205 -0.3324 3.48 -2.97 2.77
C 0.6008 -0.5500 -0.3438 0.37 0.26 1.03
N -0.2208 -1.5910 -0.2409 1.87 1.48 0.53
C -1.6118 -1.0568 0.0804 -0.53 -1.48 0.82
C -1.4185 0.4244 0.0200 -0.78 0.29 -2.15
N -0.0398 0.6736 -0.4018 -2.79 1.67 -1.08
O 0.2188 2.0473 0.0687 3.09 -0.46 -3.82
H 4.3640 -0.4636 0.6466 -3.13 -0.06 -1.55
H -1.9544 -1.0512 1.2179 0.86 -1.98 -2.17
H -2.4471 -1.6169 -0.5326 1.88 1.39 0.89
H -1.3598 0.6128 1.0367 -0.71 1.95 1.71
H -2.2324 0.8924 -0.5818 0.96 0.41 0.68
H 0.7149 2.4910 -0.8082 -1.94 -1.75 3.52

# 13
15
Properties=species:S:1:pos:R:3:forces:R:3 method="wB97M-V/def2-TZVPD" smiles="NC1=N[C@@H]2C[C@@]1(O)C2=O" e_homo_ev=-9.1 e_lumo_ev=0.6 charge=0
N 1.9013 0.5381 -1.1589 1.28 -0.16 -0.41
C 0.6301 0.2218 -0.8538 -0.13 -0.32 3.08
N -0.4020 0.1586 -1.5717 -1.54 -0.57 -0.32
C -1.4485 -0.2879 -0.6066 -0.23 -0.36 1.16
C -1.2279 0.5680 0.7066 1.17 0.12 -1.66
C 0.2447 -0.1130 0.6149 -1.50 -0.11 1.07
O 1.1177 -0.0618 1.7109 -0.37 -1.12 -1.07
C -0.6815 -1.4239 0.3341 0.36 0.22 -1.81
O -0.7804 -2.5687 0.6570 0.14 1.66 -0.05
H 2.6063 0.1053 -0.5511 -0.49 0.38 -0.49
H 2.1171 0.5035 -2.1527 0.04 0.03 0.35
H -2.4439 -0.4001 -1.0567 0.51 -0.13 0.27
H -1.7997 0.2870 1.5952 0.15 -0.28 -0.22
H -1.2889 1.6548 0.5458 0.27 -0.29 -0.01
H 1.4556 0.8181 1.7870 0.35 0.95 0.10

# 14
15
Properties=species:S:1:pos:R:3:forces:R:3 method="wB97M-V/def2-TZVPD" smiles="C=C(C#N)[C@@H](O)C(N)=O" e_homo_ev=-10.3 e_lumo_ev=-0.2 charge=0
C -1.5299 -1.2431 0.0387 0.18 -0.16 1.43
C -0.3602 -0.8274 0.5487 -0.96 0.26 -0.94
C 0.7084 -1.7461 0.7161 0.23 -0.33 0.23
N 1.5652 -2.4927 0.8600 0.31 -0.24 0.00
C -0.0132 0.6248 0.7339 0.25 0.78 -0.52
O 0.8073 0.8497 1.8325 0.04 -0.08 0.02
C 0.7206 1.1448 -0.5702 -0.11 -0.88 1.20
N 0.0438 0.9515 -1.7049 -1.11 -0.35 -0.39
O 1.8371 1.5997 -0.4585 0.04 0.32 -0.14
H -2.3856 -0.5872 -0.0017 0.01 0.30 -0.26
H -1.7437 -2.2959 -0.0525 0.14 -0.12 -0.37
H -0.9396 1.2101 0.8284 0.04 -0.16 0.01
H 1.6581 1.1844 1.4921 -0.14 -0.01 -0.09
H 0.4750 1.2137 -2.5778 -0.15 -0.10 0.03
H -0.8433 0.4135 -1.6848 1.24 0.76 -0.21

# 15
16
Properties=species:S:1:pos:R:3:forces:R:3 method="wB97M-V/def2-TZVPD" smiles="[H]/N=C(/O)C1=NCCC(=O)O1" e_homo_ev=-10.3 e_lumo_ev=-0.1 charge=0
H -2.5807 -0.2143 -1.5402 0.07 -0.02 0.01
N -1.8434 -0.4399 -2.2085 -0.19 1.63 0.63
C -0.7113 -0.0059 -1.7962 -1.71 -3.30 0.64
O 0.3235 -0.4615 -2.4858 0.35 -2.36 -1.81
C -0.4147 0.1943 -0.3288 -0.31 1.28 0.33
N -1.3438 0.3929 0.4947 -0.03 0.09 -0.34
C -0.9885 0.6114 1.8816 0.01 -0.03 0.21
C 0.2867 -0.1347 2.2662 -0.06 -0.16 0.28
C 1.3648 0.0767 1.2467 0.77 0.02 0.32
O 2.5439 0.1465 1.4424 -0.68 -0.02 0.02
O 0.9245 0.1463 -0.0473 -0.01 0.11 -0.58
H -0.1281 -1.2953 -2.9462 1.64 2.72 0.72
H -1.8214 0.2913 2.5181 0.18 0.10 -0.16
H -0.8697 1.6967 2.0309 -0.01 -0.24 -0.03
H 0.0908 -1.2195 2.2929 0.02 0.27 0.00
H 0.6642 0.1636 3.2493 -0.04 -0.09 -0.24

# 16
14
Properties=species:S:1:pos:R:3:forces:R:3 method="wB97M-V/def2-TZVPD" e_homo_ev=-9.1 e_lumo_ev=-1.6 charge=0
C -1.7439 -1.8209 -0.6799 -0.41 -2.14 -1.10
C -0.6637 -1.4057 -0.3089 2.39 -0.11 -0.57
C 0.8093 -0.9021 -0.0233 0.14 -4.28 0.06
S 2.0288 -1.9904 0.4459 -2.36 1.88 -0.91
C 1.0090 0.5214 -0.1910 0.92 2.40 0.26
N 2.3305 1.1824 -0.4364 -1.96 1.19 -1.29
N 0.0032 1.2292 0.1230 -0.69 0.04 1.45
C -1.1777 0.6749 0.8402 -3.67 1.53 0.45
H -2.5785 -2.5099 -1.1227 1.96 2.08 1.27
H 2.2648 2.3112 -0.5797 -0.39 -3.89 0.57
H 2.7911 0.7878 -1.2806 -0.39 0.29 0.92
H -1.5297 1.3702 1.6308 1.23 0.36 -0.15
H -2.1127 0.8696 0.1909 1.56 -0.70 0.38
H -1.4304 -0.3177 1.3917 1.66 1.38 -1.34

# 17
16
Properties=species:S:1:pos:R:3:forces:R:3 method="wB97M-V/def2-TZVPD" e_homo_ev="-8.3 / -8.3" e_lumo_ev="-0.4 / -0.4" charge=0
C -1.0560 -1.4954 0.3507 -0.26 -0.06 0.47
C 0.6540 -0.0057 -0.9880 -3.07 -0.31 2.06
C 0.2339 -1.2034 -1.4674 -0.36 -0.78 0.21
C 1.4477 0.8782 -0.2973 0.80 0.53 0.31
C -0.2208 1.9065 1.0291 -0.29 0.18 -0.12
N -0.6098 -2.0114 -0.7738 0.31 -0.27 -0.85
N 1.1229 1.7489 0.6057 0.35 0.07 0.03
N -0.8801 -0.2263 0.5659 2.57 0.88 -2.79
N -0.8009 0.6444 1.5556 -0.29 -0.16 0.90
O 0.5750 -1.6301 -2.6947 0.19 0.09 -0.11
H -1.6360 -2.1364 1.0070 0.00 0.07 0.15
H 2.5194 0.8134 -0.4954 0.05 -0.12 -0.08
H -0.2377 2.6310 1.8462 -0.13 -0.12 -0.11
H -0.8935 2.2286 0.2211 0.07 -0.04 0.12
H -0.3094 0.3113 2.3890 0.04 -0.02 -0.31
H 0.0912 -2.4538 -2.8536 0.02 0.06 0.13

# 18
17
Properties=species:S:1:pos:R:3:forces:R:3 method="wB97M-V/def2-TZVPD" e_homo_ev=-8.4 e_lumo_ev=0.4 charge=0
C 1.1799 1.0365 0.3738 3.30 0.87 1.18
C -0.3703 -1.6532 0.5279 -0.98 -1.83 0.18
C -0.9772 1.8562 0.0245 -2.58 0.67 -1.91
C -1.6234 -1.2982 -0.0113 1.25 -0.56 1.27
C 1.2080 -0.1201 -0.5970 -3.57 0.44 -0.15
N 0.1634 1.7766 0.5376 1.13 -1.27 1.27
N 0.7971 -1.2390 0.3690 2.33 1.13 -1.87
N -1.7949 -0.1797 0.9209 -1.62 0.69 -0.07
N -1.9799 1.0342 0.2216 0.79 0.87 -0.43
O -2.5168 -1.8519 -0.5922 -0.18 0.08 -0.91
O -3.2064 1.2359 -0.4729 0.70 -0.33 0.58
H 2.0985 1.1835 1.1250 -2.05 -0.28 -1.83
H 0.3868 0.0965 -1.4378 1.48 -0.85 1.99
H 2.0384 -0.5155 -1.1064 1.67 0.37 -0.31
H 1.6469 -1.4713 0.9261 -1.43 -0.26 -0.07
H -2.6706 -0.4194 1.3601 -0.44 0.36 0.73
H -3.0640 0.9602 -1.3957 0.18 -0.08 0.34

Energy relative to the best compared isomer or geometry (same formula, charge and spin) per entry: 6.286 4.654 6.470 1.882 5.893 1.609 3.675 3.073 4.159 3.249 5.343 6.924 2.310 0.843 0.954 5.844 5.269 8.334 eV